(1)
Computed, not measured: a molecular structure, C26H28N11O2SSeSnTe4, with ωB97M-V/def2-TZVPD.

Geometry as ORCA input:
```
! RIJCOSX wB97M-V def2-TZVPD def2/J DEFGRID3
* xyz -1 1
Sn -0.0535 0.0231 0.2027
N -2.7561 2.7845 -7.9824
C -2.3579 2.4172 -6.6897
C -1.3410 3.1129 -6.0391
C -0.9732 2.7742 -4.7486
C -1.6185 1.7388 -4.0955
C -2.6390 1.0459 -4.7299
C -3.0113 1.3839 -6.0173
S -1.1259 1.2630 -2.4661
O -0.5759 -0.0893 -2.5693
O -0.1716 2.2476 -1.9945
N -2.4003 1.1221 -1.5647
C -3.2015 2.1616 -1.2380
N -4.1882 1.8602 -0.3600
C -4.9743 2.8571 0.0050
C -4.8412 4.1536 -0.4711
C -3.8226 4.3470 -1.3889
N -3.0074 3.3803 -1.7772
H -2.0267 3.2295 -8.5179
H -3.1747 2.0312 -8.5059
H -0.8341 3.9224 -6.5515
H -0.1856 3.3082 -4.2346
H -3.1403 0.2390 -4.2096
H -3.8098 0.8431 -6.5123
H -5.7570 2.6093 0.7185
H -5.4925 4.9545 -0.1535
H -3.6474 5.3223 -1.8345
N -2.5624 0.2589 3.9856
C -3.6816 0.1213 3.1937
C -3.2604 -0.5176 2.0669
N -1.9156 -0.7719 2.1499
C -1.5256 -0.2762 3.2983
C -0.1168 -0.2553 3.6544
N 0.8131 -0.4982 2.7614
C 2.0149 -0.3239 3.3996
C 1.8007 0.0101 4.7027
N 0.4288 0.0513 4.8551
H -2.5094 0.8171 4.8180
H -4.6401 0.5060 3.4911
H -3.8286 -0.7749 1.1903
H 2.9468 -0.4582 2.8749
H 2.4739 0.2043 5.5183
H -0.0634 0.2469 5.7081
Te 2.6141 -1.2799 -0.0226
Te 5.1974 -2.5860 -2.2204
Te 6.0129 -3.0559 -4.7011
Te 2.7887 -1.4311 -2.7420
C 1.7540 3.0287 -0.0055
N 1.9132 3.0389 1.4436
C 3.1407 3.0778 2.0713
C 2.9112 3.1875 3.3928
N 1.5389 3.2034 3.5628
C 0.8656 3.3750 4.8272
C 0.9179 3.1325 2.3508
Se -0.9152 3.1031 2.0757
H 2.2279 3.9162 -0.4254
H 0.6955 3.0496 -0.2451
H 2.2083 2.1300 -0.4224
H 4.0574 2.9948 1.5158
H 3.5898 3.2243 4.2257
H 1.4770 2.9387 5.6169
H -0.1040 2.8846 4.7716
H 0.6980 4.4322 5.0386
C -2.4757 -4.3914 -0.3353
C -1.2590 -4.3214 0.3204
C -0.5553 -3.1332 0.2871
N -0.9978 -2.0513 -0.3645
C -2.1763 -2.1176 -0.9966
C -2.9391 -3.2722 -1.0035
H -3.0531 -5.3074 -0.3277
H -0.8479 -5.1723 0.8446
H 0.4152 -3.0312 0.7585
H -2.5006 -1.2126 -1.4898
H -3.8814 -3.2807 -1.5335
*
```

Properties
HOMO: -2.32 eV
HOMO-LUMO gap: 3.6 eV

Quick look at the Mulliken charges, all values in e: 1.32, -0.61, 1.03, -0.69, -0.38, -0.63, -0.61, -0.80, 1.57, -0.73, -0.87, 0.14, 0.22, -0.52, -0.15, -0.70, -0.17, -0.37, 0.24, 0.24, 0.28, 0.42, 0.43, 0.28, 0.40, 0.38, 0.43, -0.01, -0.91, -0.28, 0.08, -0.15, 0.11, 0.14, -0.35, -1.01, 0.02, 0.23, 0.45, 0.40, 0.34, 0.45, 0.21, -0.50, -0.21, -0.68, -0.04, -0.80, 0.47, -0.65, -0.49, 0.36, -0.84, -0.25, -0.11, 0.40, 0.15, 0.25, 0.50, 0.47, 0.32, 0.17, 0.30, -0.18, -0.98, 0.08, 0.52, -0.24, -0.94, 0.40, 0.42, 0.18, 0.62, 0.44

(2)
Computed, not measured: a single C7H10 molecule, with ωB97M-V/def2-TZVPD.

Geometry as ORCA input:
```
! RIJCOSX wB97M-V def2-TZVPD def2/J DEFGRID3
* xyz 0 1
C 1.7142 0.7782 0.4647
C 1.5094 -0.7013 0.3532
C 0.5827 -0.9709 -0.8338
C -0.4776 -0.0498 -0.1510
C -1.9318 -0.3804 -0.0994
C -1.4980 1.0116 -0.4747
C 0.4580 0.1576 1.0156
H 1.6504 1.3781 -0.4445
H 2.4514 1.1285 1.1813
H 2.1751 -1.4176 0.8244
H 0.2037 -1.9992 -0.8379
H 1.0095 -0.7571 -1.8205
H -2.2815 -0.9837 -0.9365
H -2.4316 -0.5858 0.8433
H -1.7199 1.4026 -1.4631
H -1.5853 1.7581 0.3171
H 0.1712 0.2309 2.0618
*
```

Properties
SMILES: C1[C@@H]2CC3(CC3)[C@H]12
HOMO: -9.33 eV
HOMO-LUMO gap: 10.5 eV

Quick look at the natural (NBO) charges, all values in e: -0.42, -0.22, -0.38, -0.05, -0.41, -0.42, -0.22, 0.21, 0.22, 0.22, 0.21, 0.20, 0.21, 0.21, 0.22, 0.21, 0.22

(3)
Computed, not measured: a molecular structure, C2Br5F at a distorted geometry, with ωB97M-V/def2-TZVPD.

Geometry as ORCA input:
```
! RIJCOSX wB97M-V def2-TZVPD def2/J DEFGRID3
* xyz 0 1
C -0.7599 0.0889 0.3745
C 0.8268 -0.0501 -0.2307
F -0.6385 0.0761 1.7105
Br -1.8107 -1.3830 -0.2274
Br -1.6012 1.8462 -0.3225
Br 1.3870 -1.6984 0.5197
Br 0.8536 -0.4238 -2.1750
Br 1.7429 1.5441 0.3510
*
```

Properties
HOMO: -10.23 eV
HOMO-LUMO gap: 9.9 eV

Quick look at the natural (NBO) charges, all values in e: 0.18, -0.43, -0.34, 0.12, 0.03, 0.15, 0.12, 0.17

(4)
Computed, not measured: a single C10H10N2OS molecule at a distorted geometry, with ωB97M-V/def2-TZVPD.

Geometry as ORCA input:
```
! RIJCOSX wB97M-V def2-TZVPD def2/J DEFGRID3
* xyz 0 3
C 2.8812 0.9566 -0.6335
C -0.2690 2.8727 -0.1525
C 3.4445 -0.2730 -0.5033
C -1.7865 1.6043 0.6821
C 1.5239 0.8223 -0.1135
C 0.3000 1.6283 0.0383
C 1.2013 -0.4358 0.3704
C -0.1947 -0.5721 0.7982
C -2.4052 -1.6612 -0.0702
C -0.9238 -1.7044 -0.1458
N -1.5295 2.8046 0.3119
N -0.6867 0.7804 0.6299
O -0.4797 -1.6761 -1.5080
S 2.5427 -1.4486 0.3543
H 3.3085 1.8048 -1.0670
H 0.0567 3.8123 -0.5667
H 4.5114 -0.6482 -0.5507
H -2.5651 1.5131 1.3538
H -0.3326 -0.9762 1.7992
H -2.8217 -0.6407 -0.2677
H -2.7980 -1.8512 1.0524
H -2.8133 -2.3621 -0.8256
H -0.6324 -2.6683 0.3085
H 0.4681 -1.6814 -1.2945
*
```

Properties
HOMO (spin up / spin down): -4.88 / -9.13 eV
HOMO-LUMO gap (spin up / spin down): 5.5 / 6.6 eV

Quick look at the natural (NBO) charges, all values in e: -0.24, -0.02, -0.40, 0.21, -0.05, 0.12, -0.26, -0.09, -0.64, 0.09, -0.44, -0.36, -0.70, 0.39, 0.24, 0.22, 0.24, 0.20, 0.21, 0.21, 0.21, 0.24, 0.16, 0.47

(5)
Computed, not measured: a single C6H6OS2 molecule at a distorted geometry, with ωB97M-V/def2-TZVPD.

Geometry as ORCA input:
```
! RIJCOSX wB97M-V def2-TZVPD def2/J DEFGRID3
* xyz 0 1
C -2.3235 0.2551 0.1004
C -1.5579 -0.4404 0.7064
C -0.5852 -1.2590 1.3551
S 1.1165 -0.6953 0.8546
O 2.0006 -1.8071 1.1183
S 1.5208 1.0143 1.6175
C 0.9061 -0.5356 -0.9431
C 0.7006 0.6605 -1.3727
C 0.5555 1.9242 -1.6029
H -3.0215 0.8668 -0.3884
H -0.6224 -1.1657 2.4407
H -0.6439 -2.3059 1.0612
H 0.9602 -1.4559 -1.4886
H -0.4092 2.3980 -1.6187
H 1.4031 2.5461 -1.8398
*
```

Properties
SMILES: C#CC[S@](=O)(=S)C=C=C
HOMO: -9.25 eV
HOMO-LUMO gap: 9.8 eV

Quick look at the natural (NBO) charges, all values in e: -0.20, -0.02, -0.68, 1.58, -0.93, -0.43, -0.57, 0.16, -0.43, 0.24, 0.28, 0.26, 0.26, 0.23, 0.24

no.,M (g/mol)
1,1266.72
2,94.16
3,442.54
4,206.27
5,158.25